C28H29BBiCl3F4N2O4PS2Si | the ωB97M-V functional and the def2-TZVPD basis

## Properties
E_HOMO (spin up / spin down)	-1.429 / -1.167	eV
calculated total energy	-134479.560	eV
expectation value of S²	0.76
Kohn-Sham gap (spin up / spin down)	5.3859 / 5.1233	eV
M	982.89	g/mol
max |F|	0.6	eV Å⁻¹
relative energy (zero: lowest compared OMol25 entry of this formula, charge and spin)	3.315	eV

```
! RIJCOSX wB97M-V def2-TZVPD def2/J DEFGRID3
* xyz -2 2
Bi -1.067 1.072 0.534
Cl -4.910 0.921 -1.062
Cl -4.117 3.792 0.261
Cl -5.023 1.289 2.169
S -1.270 2.824 2.768
S -2.148 1.023 -4.146
P -1.193 -0.154 3.813
Si -3.791 1.714 0.533
F -1.837 -4.972 0.561
F -2.819 -2.905 0.293
F -4.048 -4.671 1.121
F -3.403 -4.650 -1.094
O 3.487 3.667 -1.941
O 3.639 1.146 0.126
O 0.193 -1.336 0.229
O 1.502 1.824 0.311
N 1.310 -3.265 -0.171
N -0.991 3.110 -0.953
C -2.297 -1.473 3.243
C -2.299 -0.592 -3.583
C -1.986 -0.710 -2.263
C 2.765 2.625 -3.987
C 2.543 1.505 -0.328
C -0.602 4.298 -0.515
C 0.507 -0.717 3.435
C 0.894 -2.042 3.638
C 2.418 1.551 -1.849
C -1.214 -0.406 5.636
C 0.245 -2.559 0.255
C 2.177 -2.450 3.309
C -1.637 1.544 -2.577
C -0.752 5.198 -2.710
C -1.713 1.378 3.443
C 2.473 -2.587 -0.705
C -0.468 5.383 -1.363
C 1.420 0.188 2.906
C -1.149 3.956 -3.165
C 1.805 0.500 -2.516
C 1.681 0.486 -3.901
C 1.223 -4.704 -0.283
C -1.257 2.910 -2.249
C -1.604 0.528 -1.666
C 2.899 2.617 -2.604
C 2.704 -0.221 2.563
C 3.080 -1.539 2.770
C 2.159 1.557 -4.637
B -3.047 -4.301 0.216
H 0.496 -5.087 0.432
H 0.188 -2.765 4.029
H 1.404 -0.319 -1.930
H 2.202 -5.142 -0.075
H 1.184 -0.343 -4.388
H 1.130 1.215 2.713
H -2.076 -1.641 -1.716
H 0.902 -5.017 -1.281
H -0.657 6.023 -3.407
H 2.470 -2.586 -1.800
H -0.920 -1.417 5.925
H 3.367 0.490 2.082
H -2.133 -2.398 3.800
H 2.054 1.574 -5.716
H -0.147 6.340 -0.976
H -0.392 4.357 0.547
H -3.321 -1.136 3.397
H 2.487 -1.558 -0.352
H 4.074 -1.867 2.488
H 3.726 4.334 -2.591
H -1.361 3.781 -4.211
H -2.226 -0.193 5.983
H 2.464 -3.486 3.449
H -0.579 -3.175 0.629
H -0.529 0.314 6.085
H -2.646 -1.366 -4.250
H 3.377 -3.091 -0.357
H 3.134 3.476 -4.555
H -2.154 -1.671 2.180
*
```


C39H48Cl6NPPdSi4Te | the ωB97M-V functional and the def2-TZVPD basis

## Properties
E_HOMO (spin up / spin down)	-7.144 / -7.142	eV
calculated total energy	-169422.417	eV
Kohn-Sham gap (spin up / spin down)	5.5608 / 5.5528	eV
M	1120.88	g/mol
max |F|	2.2	eV Å⁻¹
relative energy (zero: lowest compared OMol25 entry of this formula, charge and spin)	1.007	eV

```
! RIJCOSX wB97M-V def2-TZVPD def2/J DEFGRID3
* xyz 0 1
Te -0.165 1.009 1.728
Pd 0.148 -1.096 0.382
Cl -3.673 -4.628 3.045
Cl -3.225 -6.478 0.584
Cl 0.686 -2.084 3.032
Cl -2.567 -1.716 3.012
Cl -0.563 -2.491 -1.869
Cl -1.690 -5.402 -1.916
P 2.412 -1.775 0.514
Si -2.959 3.193 2.760
Si -3.686 1.389 -0.673
Si -1.992 2.407 0.688
Si -0.816 4.190 -0.424
N 0.278 0.602 -2.077
C -4.739 0.114 0.277
C 5.947 -1.854 -1.574
C 2.341 -3.596 0.543
C 3.876 -0.291 4.609
C 1.993 -1.328 -4.701
C 4.895 -2.246 -0.765
C 1.773 -6.309 0.460
C 3.839 -1.372 -0.538
C 1.711 -5.559 -0.703
C -2.343 -2.723 1.627
C -1.598 3.981 3.849
C -1.682 -2.197 0.523
C 3.087 -1.321 2.143
C 0.933 4.386 0.320
C -1.799 5.808 -0.166
C -2.648 -4.857 0.559
C 1.294 -0.932 -5.831
C 4.361 -0.786 2.312
C 2.229 -1.355 3.244
C -1.485 -3.082 -0.532
C 4.756 -0.288 3.540
C 4.903 0.281 -1.925
C -3.696 1.718 3.720
C 2.157 -5.715 1.653
C -4.351 4.466 2.439
C -0.077 0.483 -4.465
C 0.599 0.072 -3.315
C 1.644 -0.842 -3.457
C -1.965 -4.381 -0.556
C 2.450 -4.363 1.700
C 5.950 -0.598 -2.160
C -2.834 -4.026 1.660
C 3.854 -0.102 -1.110
C -3.163 0.535 -2.303
C 0.259 -0.022 -5.704
C 2.607 -0.829 4.468
C 1.982 -4.207 -0.659
C -0.557 3.936 -2.305
C -4.789 2.867 -1.179
H 5.751 0.113 3.655
H -0.880 1.199 -4.378
H -4.015 5.290 1.818
H 6.766 -0.296 -2.804
H -4.580 1.323 3.232
H 1.920 -0.833 5.299
H -1.242 4.921 3.440
H -1.318 6.646 -0.661
H 1.522 -7.359 0.433
H -4.246 3.567 -1.806
H 0.432 -0.038 -1.264
H -2.801 5.726 -0.573
H -2.973 0.912 3.775
H -0.748 3.309 3.909
H 2.812 -2.030 -4.791
H 5.043 -0.769 1.476
H -4.023 0.111 -2.815
H -4.723 4.888 3.368
H -5.194 4.001 1.938
H 1.486 5.205 -0.131
H -1.489 3.722 -2.819
H 2.213 -6.309 2.555
H 1.507 3.478 0.163
H 4.900 1.258 -2.388
H -2.705 1.234 -2.996
H -5.142 3.414 -0.313
H -5.482 -0.353 -0.363
H 4.185 0.118 5.560
H 2.760 -3.903 2.630
H -0.302 0.292 -6.572
H 2.176 -1.173 -2.576
H 0.892 4.560 1.390
H -5.270 0.565 1.107
H -0.639 1.031 -2.046
H -3.974 1.981 4.736
H 4.889 -3.226 -0.309
H 3.023 0.573 -0.920
H -4.121 -0.681 0.678
H 1.909 -3.603 -1.555
H -5.661 2.543 -1.736
H 0.133 3.122 -2.500
H -0.136 4.829 -2.759
H 6.766 -2.533 -1.753
H -2.471 -0.284 -2.129
H -1.942 4.171 4.862
H -1.885 6.058 0.886
H 1.552 -1.337 -6.797
H 1.429 -6.018 -1.638
*
```


C3H3N3 | the ωB97M-V functional and the def2-TZVPD basis

## Properties
E_HOMO	-8.474	eV
calculated total energy	-7625.250	eV
Kohn-Sham gap	8.0579	eV
M	81.08	g/mol
max |F|	1.8	eV Å⁻¹
relative energy (zero: lowest compared OMol25 entry of this formula, charge and spin)	4.300	eV

```
! RIJCOSX wB97M-V def2-TZVPD def2/J DEFGRID3
* xyz 0 1
N -1.022 2.639 0.258
N 0.732 -0.260 -0.079
N 0.000 -2.223 -1.468
C 0.128 -1.276 -0.805
C -0.677 0.111 0.445
C -0.872 1.493 0.392
H -0.863 -0.409 1.372
H 1.467 -0.545 0.579
H 1.108 0.469 -0.693
*
```